[1]
Formula: H22O11
Source: OMol25
Level of theory: ωB97M-V with the def2-TZVPD basis set

Summary:
* LUMO (spin up / spin down): 2.69 / 2.55 eV
* E_HOMO (spin up / spin down): 0.328 / -7.513 eV
* Kohn-Sham gap (spin up / spin down): 2.36 / 10.06 eV
* F_max: 0.05322 Eh/bohr

The geometry in ORCA input format:
```
! RIJCOSX wB97M-V def2-TZVPD def2/J DEFGRID3
* xyz -1 2
O 1.99727 -2.76699 -0.00538
H 1.42578 -3.28180 -0.60732
H 2.80881 -3.23810 0.27076
O 2.33035 3.02721 -2.15215
H 1.77310 3.81109 -1.89357
H 2.30319 2.98915 -3.10020
O -2.93500 0.65178 3.57267
H -2.58129 0.54553 4.48647
H -2.31629 1.30884 3.23735
O -2.54708 2.25774 -0.41138
H -1.78867 2.53777 0.06685
H -3.36104 2.26822 0.05110
O -3.60459 -2.58329 -1.74065
H -4.11091 -2.98139 -1.01087
H -3.14911 -1.88730 -1.19338
O 2.04739 0.28955 -0.41816
H 2.84993 0.24773 0.13497
H 2.15922 0.99490 -1.01139
O 1.07776 2.01603 2.47676
H 1.60824 2.72506 2.09566
H 0.33084 1.90363 1.85652
O 4.36522 -1.39183 -0.18160
H 4.62163 -0.90414 0.60394
H 3.39981 -1.55807 -0.37054
O -3.66629 -0.87001 1.35984
H -3.43110 -0.20098 2.00932
H -3.33729 -1.69053 1.71009
O -0.17958 -1.54222 1.15673
H 0.66492 -1.89997 0.94246
H -0.48561 -0.77472 0.63324
O 0.55516 0.21547 -3.87103
H 1.35776 -0.12077 -4.25464
H -0.18256 -0.09758 -4.44246
*
```

***

[2]
Formula: H22O11
Source: OMol25
Level of theory: ωB97M-V with the def2-TZVPD basis set

Summary:
* LUMO: -0.86 eV
* E_HOMO: -8.773 eV
* structure (SMILES): O.O.O.O.O.O.O.O.O.O.O
* Kohn-Sham gap: 7.91 eV
* F_max: 0.13301 Eh/bohr

The geometry in ORCA input format:
```
! RIJCOSX wB97M-V def2-TZVPD def2/J DEFGRID3
* xyz 0 1
O 0.99635 -0.37792 -0.63065
H 0.83499 0.32367 -1.32179
H 0.89276 -1.14619 -1.12957
O 0.45745 3.35220 2.24677
H 0.35467 3.67471 1.30450
H 0.39388 2.45534 2.08978
O -0.33928 -5.71111 0.64232
H 0.29913 -6.41372 0.32632
H 0.01292 -4.88691 0.44957
O -0.05280 1.71438 0.05940
H -0.31986 1.36513 -0.76000
H 0.76418 2.20752 -0.11947
O 2.10139 1.29883 3.25756
H 1.80714 0.45442 2.89798
H 2.75024 0.94169 3.77027
O -2.44090 1.24660 -3.98830
H -2.48362 0.58371 -3.31404
H -2.41130 2.11065 -3.53437
O 1.89120 -2.43129 -3.24690
H 1.00422 -2.96003 -3.15969
H 1.90995 -1.73616 -2.53777
O -3.05361 -0.22194 2.28166
H -2.30953 -0.88708 2.10687
H -2.65053 0.63994 2.16678
O 3.57324 -1.96335 0.46409
H 3.77886 -1.03041 0.41287
H 3.62332 -2.31920 -0.40155
O -2.38768 -0.31391 -1.68572
H -2.68437 0.20595 -0.90433
H -1.90044 -1.04780 -1.28341
O -1.23381 3.81994 1.49668
H -1.65718 4.18793 0.75194
H -1.52096 2.86439 1.29218
*
```

***

[3]
Formula: H22O11
Source: OMol25
Level of theory: ωB97M-V with the def2-TZVPD basis set

Summary:
* LUMO: -0.58 eV
* E_HOMO: -10.016 eV
* structure (SMILES): O.O.O.O.O.O.O.O.O.O.O
* Kohn-Sham gap: 9.44 eV
* F_max: 0.30182 Eh/bohr

The geometry in ORCA input format:
```
! RIJCOSX wB97M-V def2-TZVPD def2/J DEFGRID3
* xyz 0 1
O 2.49843 -2.49914 2.72598
H 2.50968 -1.59714 3.16708
H 1.62652 -2.43184 2.55872
O -3.01471 -1.07803 -1.24498
H -3.84745 -1.55364 -1.05096
H -2.70940 -0.39450 -0.59786
O -0.33732 -0.12966 0.42534
H 0.46983 0.49016 0.22669
H -0.05188 -0.78622 0.78913
O -0.55389 -2.34586 2.49622
H -0.84782 -1.85017 3.35583
H -1.02012 -3.12256 2.41434
O -2.28427 2.58766 0.03481
H -1.47845 2.97467 0.51950
H -2.00612 2.08435 -0.66958
O 1.78828 0.95128 0.61876
H 2.53097 0.49419 0.59682
H 1.78412 1.27651 1.59455
O -3.09746 0.78869 1.19003
H -2.73503 1.53900 0.92929
H -2.39850 0.20774 1.60611
O -0.35492 -1.93078 -1.87365
H 0.30963 -1.23034 -1.83444
H -1.05971 -1.68825 -1.30246
O -0.37558 1.79413 -1.76178
H 0.06204 2.64410 -1.89848
H -0.56892 1.25558 -2.62303
O 2.29767 2.29414 -2.15648
H 1.69446 1.71787 -1.66102
H 3.10371 1.80764 -2.18515
O 2.30804 -0.67766 -1.66498
H 2.72891 -1.47988 -1.28687
H 3.02924 -0.11203 -1.43746
*
```

***

[4]
Formula: H22O11
Source: OMol25
Level of theory: ωB97M-V with the def2-TZVPD basis set

Summary:
* LUMO: -0.29 eV
* E_HOMO: -10.193 eV
* structure (SMILES): O.O.O.O.O.O.O.O.O.O.O
* Kohn-Sham gap: 9.91 eV
* F_max: 0.01211 Eh/bohr

The geometry in ORCA input format:
```
! RIJCOSX wB97M-V def2-TZVPD def2/J DEFGRID3
* xyz 0 1
O -0.09869 -1.94207 4.17907
H 0.64565 -1.80867 3.58523
H 0.14562 -1.48249 4.98860
O 2.35372 -0.52480 1.18193
H 2.88121 -0.92015 1.88727
H 2.00979 0.28538 1.57533
O 1.67957 -1.75787 -2.29804
H 2.10967 -2.39419 -2.87527
H 1.31663 -2.28691 -1.57101
O -0.64462 3.55680 -0.17541
H -0.93086 2.68006 0.11754
H -1.24854 4.16473 0.25922
O 2.17435 -3.27659 0.22322
H 2.39329 -2.47763 0.71923
H 3.01287 -3.57214 -0.14568
O -3.06019 -1.37882 -1.36937
H -3.94588 -1.56734 -1.04457
H -2.50261 -1.31133 -0.57903
O 0.69964 0.86177 -2.01566
H 0.21413 1.06065 -2.82311
H 1.12023 -0.00598 -2.18065
O 2.30132 2.60506 -0.30945
H 1.80457 2.34355 0.46818
H 1.82707 2.17440 -1.03954
O -2.40280 1.80131 1.26704
H -2.23033 0.84981 1.29325
H -3.31581 1.88295 0.97387
O -0.61747 -0.51552 0.20798
H -0.09256 -0.03025 -0.45791
H 0.02467 -0.89568 0.81650
O -2.32609 1.47226 -1.89527
H -2.46602 0.52218 -1.76925
H -2.83154 1.88754 -1.19423
*
```

***

| no. | DFT total energy (eV) |
| --- | --- |
| 1 | -22878.495 |
| 2 | -22875.054 |
| 3 | -22876.113 |
| 4 | -22880.116 |